{
  "formula": "C32H37BiN6O3PS2",
  "method": "wB97M-V/def2-TZVPD",
  "symbols": ["Bi", "C", "C", "C", "C", "C", "C", "C", "N", "N", "C", "C", "C", "C", "C", "C", "N", "C", "C", "C", "C", "C", "C", "N", "H", "H", "H", "H", "H", "H", "H", "H", "H", "H", "H", "H", "H", "H", "H", "H", "H", "H", "H", "H", "O", "C", "C", "C", "C", "C", "C", "C", "N", "C", "C", "N", "H", "H", "H", "H", "H", "H", "H", "C", "C", "O", "P", "S", "S", "O", "C", "C", "H", "H", "H", "H", "H", "H", "H", "H", "H", "H"],
  "positions_angstrom": [[-0.466, 0.107, 0.446], [1.215, -0.516, 3.475], [2.337, -1.509, 3.167], [3.037, -1.410, 1.837], [4.331, -0.908, 1.756], [4.990, -0.938, 0.539], [4.334, -1.462, -0.560], [3.030, -1.899, -0.397], [2.390, -1.878, 0.770], [-0.148, -0.763, 2.938], [-0.618, -2.135, 3.162], [-0.429, -3.099, 2.014], [-0.074, -4.419, 2.257], [-0.001, -5.301, 1.192], [-0.293, -4.837, -0.080], [-0.636, -3.503, -0.229], [-0.703, -2.654, 0.792], [-1.053, 0.178, 3.631], [-0.778, 1.598, 3.242], [-0.990, 2.624, 4.112], [-0.818, 3.967, 3.717], [-0.349, 4.175, 2.401], [-0.127, 3.126, 1.565], [-0.361, 1.803, 1.931], [1.509, 0.485, 3.153], [1.120, -0.483, 4.570], [1.987, -2.536, 3.289], [3.087, -1.345, 3.944], [4.816, -0.515, 2.641], [6.002, -0.563, 0.454], [4.806, -1.517, -1.531], [2.465, -2.271, -1.244], [-1.694, -2.083, 3.340], [-0.170, -2.555, 4.071], [0.151, -4.743, 3.265], [0.282, -6.333, 1.352], [-0.249, -5.487, -0.943], [-0.848, -3.091, -1.208], [-0.942, 0.068, 4.718], [-2.071, -0.089, 3.352], [-1.297, 2.384, 5.124], [-0.999, 4.786, 4.396], [-0.135, 5.173, 2.040], [0.278, 3.275, 0.576], [-2.518, -0.248, 1.204], [-3.663, -0.349, 0.568], [-4.580, -1.338, 0.970], [-5.810, -1.472, 0.364], [-6.179, -0.628, -0.683], [-5.294, 0.348, -1.091], [-4.048, 0.514, -0.478], [-3.164, 1.587, -0.921], [-1.842, 1.643, -0.839], [-1.441, 2.810, -1.454], [-2.533, 3.478, -1.894], [-3.612, 2.691, -1.560], [-4.279, -1.993, 1.778], [-6.489, -2.246, 0.698], [-7.133, -0.743, -1.178], [-5.564, 0.981, -1.929], [-0.402, 3.074, -1.543], [-2.638, 4.414, -2.412], [-4.580, 2.929, -1.681], [4.644, 0.752, -4.587], [4.065, 0.884, -3.198], [2.897, 0.048, -3.099], [1.538, 0.668, -2.505], [0.177, -0.747, -2.634], [1.885, 1.523, -0.737], [1.245, 1.890, -3.516], [0.926, 1.600, -4.895], [-0.537, 1.843, -5.180], [5.535, 1.376, -4.679], [3.920, 1.072, -5.336], [4.920, -0.282, -4.795], [3.807, 1.920, -2.973], [4.771, 0.544, -2.437], [1.205, 0.570, -5.127], [1.552, 2.269, -5.489], [-1.158, 1.180, -4.578], [-0.738, 1.654, -6.237], [-0.803, 2.874, -4.954]],
  "charge": 0,
  "relative_energy_ev": 0.023,
  "gap_ev": [5.100, 8.301],
  "multiplicity": 2,
  "largest_force_ev_per_a": 0.4
}